No. 1
The following is a quantum chemistry calculation of C38H50N6STa as an isolated structure at a distorted geometry, from the OMol25 dataset.

The geometry in XYZ format:
```
96
Properties=species:S:1:pos:R:3:forces:R:3
Ta 0.1744 0.5563 -0.2583 0.10 1.03 -1.60
C 5.6509 -1.6023 2.0972 -0.02 0.00 0.01
C 5.5430 -0.9855 0.6951 -0.05 -0.01 -0.02
C 4.1511 -1.0539 0.1499 0.23 0.01 0.07
C 3.6196 -2.0125 -0.6868 0.09 -0.21 -0.10
C 4.3083 -3.2185 -1.2468 -0.02 0.04 0.03
C 4.1096 -4.4646 -0.3719 -0.02 0.02 0.02
C 2.2550 -1.6880 -0.9043 0.00 0.27 0.20
C 1.3730 -2.4004 -1.6930 0.01 -0.06 -0.03
C 0.0503 -2.0924 -1.9148 -0.22 0.24 0.14
C -0.8471 -2.7777 -2.7823 0.05 -0.22 -0.12
C -0.4999 -4.0069 -3.5619 0.00 0.03 0.02
C -0.7144 -5.2927 -2.7509 -0.01 0.03 0.03
C -2.0592 -2.1301 -2.7293 -0.19 -0.11 -0.04
C -1.9368 -1.0535 -1.8054 0.31 0.01 0.06
C -2.9511 -0.2143 -1.4079 -0.04 -0.02 -0.03
C -2.8821 0.7909 -0.4571 0.28 0.13 0.22
N -1.7048 1.1477 0.2308 -0.11 -0.17 0.28
C -2.0976 2.1469 1.1516 0.09 -0.27 -0.27
C -1.2318 2.7769 2.0166 0.00 -0.01 0.02
C 0.1272 2.5536 2.1289 0.22 -0.19 -0.23
N 0.8586 1.6459 1.3256 -0.10 -0.24 0.28
C 2.1805 1.7105 1.8130 -0.35 0.07 -0.16
C 3.2097 0.8996 1.3674 0.06 -0.03 0.04
C 3.1137 -0.1400 0.4729 -0.24 -0.08 -0.16
N 1.9287 -0.5036 -0.2160 0.00 -0.25 0.26
C 2.2696 2.6774 2.8354 0.30 0.04 0.17
C 1.0000 3.1930 3.0365 -0.12 0.21 0.23
C 0.5814 4.2106 4.0502 0.03 -0.04 -0.06
C 0.0381 3.5682 5.3348 0.01 -0.02 -0.01
C 3.5203 3.0160 3.5850 -0.06 0.00 -0.05
C 3.7991 2.0351 4.7326 -0.03 -0.01 -0.01
C -3.4801 2.4093 0.9994 -0.18 0.18 0.19
C -3.9600 1.5829 -0.0009 -0.26 -0.06 -0.07
C -5.3664 1.4776 -0.5023 0.05 0.02 0.02
C -6.1546 0.3590 0.1932 0.03 -0.01 0.02
C -4.2541 3.3914 1.8200 0.03 -0.04 -0.05
C -4.6959 2.8023 3.1678 0.02 -0.03 -0.01
N -0.6090 -1.0028 -1.3210 -0.08 -0.22 0.25
C -3.3254 -2.4948 -3.4380 0.02 0.01 0.02
C -4.2792 -3.3137 -2.5555 0.03 0.01 0.01
H 6.6707 -1.5159 2.4670 0.00 0.01 -0.01
H 5.3866 -2.6591 2.0873 -0.01 0.01 -0.01
H 4.9898 -1.1005 2.8062 0.01 -0.01 0.00
H 6.2180 -1.5026 0.0133 0.00 -0.01 0.01
H 5.8750 0.0544 0.7192 0.00 0.01 0.00
H 5.3719 -3.0033 -1.3492 0.01 -0.02 0.01
H 3.9410 -3.4175 -2.2556 0.01 0.01 -0.02
H 4.5370 -4.3228 0.6201 -0.01 0.01 -0.01
H 4.5976 -5.3249 -0.8258 0.01 0.01 -0.01
H 3.0509 -4.7004 -0.2490 0.01 0.01 -0.01
H 1.7572 -3.2882 -2.1761 0.01 0.00 -0.01
H 0.5398 -3.9532 -3.8911 0.00 0.01 -0.02
H -1.1059 -4.0354 -4.4678 0.00 -0.03 0.00
H -0.1276 -5.2858 -1.8305 0.00 0.01 -0.01
H -0.4157 -6.1601 -3.3363 0.00 0.01 -0.01
H -1.7619 -5.4157 -2.4779 0.01 0.00 0.00
H -3.9231 -0.3920 -1.8485 0.00 0.01 -0.01
H -1.6582 3.5186 2.6784 0.00 0.00 0.00
H 4.1771 1.0536 1.8263 0.00 0.01 0.00
H -0.1742 4.8683 3.6169 0.00 0.01 -0.01
H 1.4352 4.8457 4.2847 0.00 0.01 0.02
H -0.8195 2.9257 5.1267 0.00 0.01 0.00
H -0.2788 4.3421 6.0312 0.01 0.00 0.00
H 0.7967 2.9621 5.8293 0.00 0.01 -0.02
H 3.4337 4.0290 3.9767 0.01 0.00 0.02
H 4.3660 3.0305 2.8948 0.01 0.01 0.00
H 2.9909 2.0370 5.4636 0.00 0.01 -0.02
H 4.7168 2.3146 5.2465 0.00 0.00 0.00
H 3.9128 1.0133 4.3650 0.00 0.01 0.01
H -5.3570 1.3101 -1.5811 -0.01 0.01 -0.01
H -5.8676 2.4331 -0.3493 -0.02 -0.01 0.00
H -5.6789 -0.6133 0.0500 0.00 0.01 0.00
H -7.1641 0.3055 -0.2098 0.00 0.01 0.00
H -6.2309 0.5363 1.2656 0.01 0.00 -0.01
H -5.1266 3.7159 1.2535 -0.01 0.01 0.02
H -3.6500 4.2853 1.9863 0.00 0.01 -0.01
H -5.3584 1.9483 3.0302 0.01 0.01 -0.01
H -5.2321 3.5535 3.7441 0.00 0.00 -0.01
H -3.8394 2.4692 3.7568 -0.01 0.01 0.00
H -3.0784 -3.0617 -4.3357 -0.02 -0.01 0.00
H -3.8294 -1.5865 -3.7772 0.00 0.01 -0.01
H -3.8267 -4.2588 -2.2580 0.00 0.01 0.00
H -5.1955 -3.5357 -3.0990 0.01 0.00 -0.01
H -4.5467 -2.7729 -1.6461 0.00 0.00 -0.01
C -1.1111 1.2829 -4.8773 0.21 -0.05 0.02
N 0.2896 0.9065 -4.6139 -0.10 0.02 0.07
C 0.9907 1.1065 -3.5244 -0.11 -0.03 -0.11
N 2.2380 0.6608 -3.4263 0.02 0.11 0.09
S 0.3068 2.0717 -2.2129 0.17 -0.21 0.62
H -1.1399 1.9225 -5.7558 -0.02 0.01 -0.01
H -1.5113 1.8179 -4.0242 -0.02 0.01 0.01
H -1.6925 0.3812 -5.0557 -0.01 -0.02 -0.02
H 0.7725 0.4705 -5.3918 -0.03 0.00 -0.01
H 2.7023 0.2159 -4.2067 0.00 -0.01 0.00
H 2.8244 1.0154 -2.6861 -0.01 -0.06 -0.01
```
Positions in Å, forces in eV/Å.

The charge is +3. The max |F| comes out at 1.90 eV/A. The calculation puts the HOMO-LUMO gap (spin up / spin down) at 5.20 / 5.19 eV.

=====

No. 2
The following is a quantum chemistry calculation of a 10-piece molecular cluster, C38H51BBrCl27F2N2O5S3 overall, from the OMol25 dataset.

The geometry in XYZ format:
```
130
Properties=species:S:1:pos:R:3:forces:R:3
C 0.3893 5.4740 -2.4865 -0.02 0.01 -0.03
C 1.8970 5.2632 -2.3870 -0.21 -0.18 0.32
C 2.3229 3.8039 -2.5108 -0.66 0.02 -0.23
C 1.5353 2.8595 -1.5988 0.41 0.29 0.40
C 2.2892 1.5929 -1.1936 -0.41 -0.22 0.08
C 2.0633 0.3785 -2.1081 0.76 0.59 -0.07
C 3.3784 -0.1207 -2.7073 0.07 0.14 0.17
C 3.2619 -0.8426 -4.0090 -0.12 0.31 -0.01
O 3.9565 -1.7607 -4.3417 0.36 -0.43 -0.15
O 1.4155 -0.5883 -1.3084 -0.43 0.15 -0.11
C 0.9281 -1.7898 -1.9005 0.12 -0.42 0.06
B 1.9579 -3.0004 -1.5479 0.36 -0.09 -0.23
O 1.7151 -4.3243 -1.9064 -0.20 0.19 0.53
O 3.1000 -2.6768 -0.8947 -0.42 0.21 0.18
C 3.4502 -3.3567 0.3055 0.42 -0.03 0.06
C 4.9477 -3.4816 0.4063 -0.07 -0.32 -0.19
C 0.5165 -1.6518 -3.3503 -0.04 -0.17 -0.12
C -0.3748 -0.6542 -3.7272 -0.07 0.19 -0.03
C -0.7696 -0.5093 -5.0430 -0.01 -0.10 -0.24
C -0.2937 -1.3745 -6.0162 0.17 -0.22 0.22
C 0.5851 -2.3845 -5.6521 -0.13 0.15 0.00
C 0.9955 -2.5121 -4.3342 -0.31 -0.10 -0.02
C -0.3275 -2.1368 -1.0503 0.28 -0.22 -0.37
F -1.0352 -0.9899 -0.8083 0.01 0.17 0.23
C -1.2566 -3.1809 -1.6724 -0.36 -0.05 0.51
C -2.5710 -2.6621 -2.2388 -0.34 -0.55 -0.14
C -3.5593 -3.8267 -2.3176 0.27 0.22 -0.41
Br -4.8072 -3.6046 -3.7970 -0.17 0.07 0.07
O 0.2065 -2.6674 0.1771 -0.17 0.40 -0.20
C -0.4472 -2.4143 1.3793 0.54 -0.59 0.28
F -1.8112 -2.4993 1.1818 -0.25 0.14 -0.10
S -0.0686 -3.8364 2.4947 -0.20 -0.09 -0.21
C -0.0562 -1.0953 1.9927 -0.03 -0.07 0.25
C -0.8844 -0.7306 3.2163 0.13 0.39 -0.24
C -0.1109 0.1765 4.1721 0.26 0.14 -0.29
S 0.4627 -0.8905 5.5134 -0.18 -0.55 0.29
C 1.9165 -0.0756 6.1379 0.02 0.10 -0.14
S 3.3106 -0.0420 5.3377 0.19 0.22 -0.26
N 1.7571 0.5074 7.3904 -0.18 0.11 0.16
C 2.4382 1.5998 7.8964 0.25 0.11 0.18
C 1.9584 1.7836 9.1438 0.07 0.05 0.11
N 1.0143 0.8303 9.4591 -0.11 -0.30 -0.12
C 0.9059 0.0943 8.3945 -0.10 0.17 0.19
H -0.0882 4.7305 -3.1205 0.09 0.13 0.16
H 0.1521 6.4574 -2.8781 -0.06 0.20 -0.08
H -0.0850 5.4073 -1.5124 -0.11 -0.11 0.15
H 2.4027 5.8644 -3.1369 0.21 0.06 -0.11
H 2.2195 5.6046 -1.4094 0.12 0.27 0.03
H 2.1391 3.5160 -3.5469 0.36 -0.26 -0.21
H 3.3808 3.7255 -2.2775 0.25 -0.08 -0.15
H 1.2969 3.3990 -0.6812 0.00 0.14 0.13
H 0.5755 2.6030 -2.0389 -0.15 -0.07 -0.07
H 1.9382 1.3042 -0.2080 0.01 -0.16 0.20
H 3.3510 1.7976 -1.0927 0.18 0.10 0.04
H 1.4490 0.7310 -2.9430 -0.25 -0.24 0.00
H 3.9560 -0.7034 -1.9992 0.03 -0.17 0.16
H 3.9737 0.7653 -2.9368 0.06 0.18 -0.16
H 2.4899 -0.4443 -4.6908 0.02 0.16 -0.18
H 1.0674 -4.7365 -1.3266 -0.11 -0.20 -0.17
H 3.0789 -2.7633 1.1391 -0.17 0.16 0.07
H 2.9847 -4.3377 0.3709 -0.15 -0.14 -0.15
H 5.2185 -3.8389 1.3947 0.11 0.07 0.20
H 5.3132 -4.2097 -0.3123 0.09 -0.02 -0.17
H 5.4177 -2.5269 0.2024 0.14 0.17 0.09
H -0.7559 0.0299 -2.9845 -0.07 0.07 0.15
H -1.4540 0.2707 -5.3269 -0.15 0.15 0.02
H -0.6074 -1.2691 -7.0407 -0.06 0.03 -0.19
H 0.9610 -3.0740 -6.3893 0.09 -0.08 -0.14
H 1.6969 -3.2920 -4.0954 0.10 -0.13 0.13
H -0.7264 -3.7691 -2.4124 0.14 0.00 -0.19
H -1.5180 -3.8582 -0.8620 0.05 -0.18 0.13
H -2.4509 -2.2743 -3.2414 0.17 0.36 -0.06
H -2.9973 -1.9142 -1.5828 -0.01 0.35 -0.07
H -3.0481 -4.7506 -2.5513 0.03 -0.24 0.09
H -4.1511 -3.9244 -1.4200 0.00 -0.09 -0.01
H 0.9129 -3.2543 3.1851 0.09 0.15 0.07
H -0.1352 -0.3066 1.2546 0.00 0.07 -0.32
H 0.9992 -1.1895 2.2388 0.19 0.02 0.06
H -1.7617 -0.1966 2.8730 -0.20 -0.12 0.06
H -1.2126 -1.6171 3.7437 -0.16 -0.19 0.01
H 0.7567 0.6016 3.6753 0.16 0.08 -0.04
H -0.7230 0.9946 4.5331 -0.11 0.02 0.30
H 3.1732 2.1459 7.3443 0.11 -0.04 -0.25
H 2.2307 2.5305 9.8607 0.11 0.25 0.00
H 0.2652 -0.7543 8.2759 -0.13 -0.09 -0.08
Cl 5.5502 3.6518 0.2411 0.02 -0.01 -0.01
C 4.4963 4.5334 1.3456 -0.03 -0.02 -0.04
Cl 3.8602 5.9877 0.5813 0.11 0.06 0.12
Cl 3.1825 3.5038 1.9140 -0.03 -0.05 0.04
H 5.0823 4.8316 2.2040 0.02 0.00 0.01
Cl -2.2213 5.2803 -4.9480 -0.03 -0.01 -0.03
C -0.8293 4.3164 -5.4397 -0.08 -0.02 -0.15
Cl -0.7340 2.8264 -4.4965 -0.07 -0.14 -0.17
Cl -0.8898 3.9528 -7.1614 0.08 0.03 0.07
H 0.0640 4.8932 -5.2422 0.03 0.02 0.01
Cl -4.2781 3.3726 1.5085 0.00 0.01 0.00
C -4.2535 1.6384 1.8083 0.11 -0.03 -0.07
Cl -3.1647 0.8162 0.6850 -0.03 0.00 -0.01
Cl -3.7946 1.2913 3.4782 -0.16 0.07 0.08
H -5.2512 1.2528 1.6502 -0.02 -0.02 0.00
Cl -0.8130 2.7505 -10.6358 0.01 -0.01 0.02
C -2.5301 3.0168 -10.9329 0.04 0.04 0.02
Cl -3.3673 3.4343 -9.4412 -0.09 -0.02 -0.08
Cl -2.7694 4.2678 -12.1572 -0.02 0.01 -0.01
H -2.9516 2.0958 -11.3105 -0.01 -0.02 -0.02
Cl -4.4226 -1.9614 7.8342 0.00 0.15 0.01
C -3.0603 -2.9101 7.2610 0.07 0.12 -0.09
Cl -2.8293 -2.6961 5.5265 -0.12 -0.08 0.04
Cl -1.5795 -2.4797 8.1229 -0.13 -0.20 0.19
H -3.2714 -3.9539 7.4519 0.02 -0.03 0.00
Cl 1.0144 5.6258 -12.8055 0.00 0.01 0.01
C 0.4326 4.9047 -14.3052 0.00 0.00 0.04
Cl 1.3984 5.4395 -15.6802 0.00 0.00 -0.01
Cl 0.4145 3.1467 -14.1900 0.01 -0.04 -0.03
H -0.5843 5.2373 -14.4613 -0.03 0.01 0.00
Cl -5.9817 -5.0053 8.4916 -0.01 -0.18 -0.02
C -7.3186 -4.5355 9.5428 -0.02 0.05 -0.01
Cl -8.1897 -3.1614 8.8649 0.00 0.01 0.00
Cl -8.4018 -5.8943 9.8290 0.00 0.00 0.00
H -6.9022 -4.2315 10.4930 0.01 0.00 0.02
Cl -4.2068 -5.4451 3.2968 -0.01 -0.01 0.00
C -4.2101 -4.2702 1.9835 0.03 0.01 0.04
Cl -5.2046 -4.8321 0.6380 -0.14 -0.09 0.16
Cl -4.7493 -2.6892 2.5470 -0.02 0.03 -0.02
H -3.1949 -4.1618 1.6279 -0.01 0.00 0.02
Cl 2.8111 3.2123 12.3608 0.02 0.03 0.10
C 1.6533 1.9517 12.8108 -0.03 -0.04 -0.07
Cl 2.4407 0.6954 13.7627 0.01 -0.01 0.00
Cl 0.2876 2.6435 13.6833 0.00 0.01 0.00
H 1.2789 1.5000 11.8986 -0.02 -0.02 -0.01
```
Positions in Å, forces in eV/Å.

The max |F| comes out at 0.96 eV/A. The calculation puts the HOMO-LUMO gap at 7.96 eV.